(1)
ORCA calculation (ωB97M-V/def2-TZVPD) on 2 unconnected molecules or ions with the total composition C5H12NO4P at a distorted geometry.

Each line ends with the Mulliken charge.
Cartesian coordinates (Å):
P (-1.1809, 1.0365, -0.1787)  0.26
O (4.7183, 0.5622, -1.0471)  -0.46
O (-0.9047, 1.1981, 1.2557)  -0.54
O (-0.7571, -0.4962, -0.6246)  -0.19
O (3.4005, 0.0470, 0.7495)  -0.31
N (-3.2956, 0.5941, -0.4269)  -0.12
C (0.0441, -1.2183, 0.2280)  -0.46
C (-3.6063, 0.3935, -1.7876)  -0.74
C (4.4548, -0.7169, 1.3425)  -0.58
C (-4.1084, 0.8976, 0.4758)  -0.18
C (3.6625, 0.5252, -0.5323)  0.26
H (-3.8627, 1.0327, 1.5258)  0.27
H (-4.7137, 0.7919, -1.9867)  0.32
H (-0.0626, -0.8565, 1.2305)  0.33
H (4.1161, -1.5892, 1.7783)  0.24
H (1.1971, -1.0633, 0.0876)  0.06
H (4.8297, -0.0279, 2.1238)  0.20
H (-2.8331, 0.9179, -2.2240)  0.27
H (-5.2122, 0.9773, 0.3028)  0.21
H (5.1428, -0.9539, 0.4562)  0.31
H (-3.4870, -0.6177, -2.0674)  0.28
H (2.7285, 0.8914, -0.8545)  0.34
H (-0.2700, -2.3258, 0.1732)  0.22

Values from the calculation:
**2S+1**: 1
**Lowest unoccupied orbital energy**: 0.33 eV
**Total charge**: 0

***

(2)
ORCA calculation (ωB97M-V/def2-TZVPD) on 4 unconnected molecules or ions with the total composition C4H16O3 at a distorted geometry.

Each line ends with the Mulliken charge.
Cartesian coordinates (Å):
O (0.4700, -4.0194, -2.8548)  -0.63
O (2.4538, 3.6528, 3.6056)  -0.64
O (4.7470, 0.5508, -3.8086)  -0.63
C (-1.6099, -0.1943, 0.3061)  -0.31
C (-2.6050, -0.7359, 1.3527)  -0.43
C (-3.9551, -0.0904, 1.3275)  -1.14
C (-0.7450, 0.9258, 0.8203)  -1.03
H (4.4980, 0.4694, -4.7504)  0.32
H (2.4282, 3.2506, 2.7189)  0.32
H (0.3076, -4.3498, -3.7442)  0.32
H (0.1685, 0.8751, 0.2000)  0.30
H (4.1698, -0.0726, -3.3858)  0.31
H (-3.9751, 0.9563, 1.7089)  0.28
H (-4.6787, -0.5423, 2.0242)  0.33
H (1.7628, 3.1624, 4.0709)  0.32
H (-1.2980, 1.8561, 0.6494)  0.29
H (-2.1051, -0.6985, 2.3436)  0.25
H (-0.5027, 0.8503, 1.8807)  0.30
H (-2.7054, -1.8259, 1.2715)  0.33
H (-2.1218, 0.0368, -0.6392)  0.29
H (1.4237, -3.8865, -2.9133)  0.31
H (-4.3742, 0.0125, 0.3152)  0.30
H (-0.9690, -1.0552, 0.1308)  0.24

Values from the calculation:
**2S+1**: 1
**Structure (SMILES)**: CCCC.O.O.O
**Lowest unoccupied orbital energy**: 0.31 eV
**Total charge**: 0

***

(3)
ORCA calculation (ωB97M-V/def2-TZVPD) on a molecular structure, C5H9N4O3RuS at a distorted geometry.

Each line ends with the Löwdin spin population.
Cartesian coordinates (Å):
Ru (0.4884, 1.1127, -1.4412)  1.42
S (1.8843, 0.8435, 0.1248)  0.38
O (-0.1284, 2.9765, -2.0277)  0.70
O (2.4817, 0.9952, -3.1538)  0.44
O (-1.1125, 1.9839, -2.4924)  0.65
N (0.0707, -0.4110, 3.3059)  0.09
N (-1.2172, 0.6547, 0.0354)  0.06
N (-0.5250, 0.3719, 1.2669)  0.00
N (1.1895, -0.0681, 2.5959)  0.13
C (-2.3596, -0.8256, 2.7937)  0.01
C (-0.9701, -0.2594, 2.4978)  0.07
C (0.8213, 0.4474, 1.3604)  -0.02
C (1.7879, 0.1100, -2.6217)  0.03
C (1.7566, -1.3285, -3.2023)  0.05
H (-2.4735, -1.8153, 2.3122)  0.00
H (2.5663, -1.8599, -2.6907)  0.00
H (-1.7114, -0.1562, -0.4441)  0.00
H (2.1419, -0.2342, 2.9111)  0.00
H (-1.7338, 1.5139, -0.0708)  0.00
H (1.9612, -1.2835, -4.2701)  0.00
H (-2.4609, -0.9570, 3.8472)  0.00
H (0.7170, -1.7118, -3.0456)  0.00
H (-3.1744, -0.0992, 2.4089)  0.00

Values from the calculation:
**2S+1**: 5
**Expectation value of S²**: 6.138
**Lowest unoccupied orbital energy (spin up / spin down)**: -15.46 / -16.22 eV
**Total charge**: +3